[1]
Formula: C4H4
Source: OMol25
Level of theory: ωB97M-V with the def2-TZVPD basis set

Cartesian coordinates (Å):
C  0.3950  -0.1461  -1.4506
C  0.9544  -0.8877  -0.4362
C  -0.1660  -0.7603  0.5581
C  -0.3138  0.3580  -0.3738
H  0.7408  0.5390  -2.1749
H  -0.6304  -1.7334  0.5181
H  0.2355  -0.4294  1.5234
H  0.5112  1.8361  0.3245

The relative energy (zero: lowest compared OMol25 entry of this formula, charge and spin) comes out at 123.63 kcal/mol. The net charge is 0. The HOMO energy (spin up / spin down) comes out at -8.60 / -8.60 eV. For the strongest force on any atom, the calculation gives 3.6 eV Å⁻¹. As for the orbital gap (spin up / spin down): 8.4 / 8.4 eV.

Löwdin population analysis, charges in e, atoms 1 to 6:
1 C -0.144
2 C 0.015
3 C -0.213
4 C -0.122
5 H 0.083
6 H 0.109

[2]
Formula: C34H46F5N2O3Si
Source: OMol25
Level of theory: ωB97M-V with the def2-TZVPD basis set

Cartesian coordinates (Å):
C  1.0928  5.6751  1.6631
C  1.1697  4.4893  2.6207
C  1.7371  3.2305  1.9594
C  1.9287  2.0267  2.8498
O  0.7023  1.9369  3.6362
C  0.5028  0.8199  4.3437
C  -0.0499  0.9594  5.5754
O  0.8423  -0.3290  3.7479
Si  -0.1030  -1.7760  3.8834
C  -1.8254  -1.3193  4.4069
C  -0.0647  -2.3777  2.1270
C  0.7060  -3.0389  5.0866
C  -0.2244  -3.2862  6.2844
C  2.0701  -2.5494  5.6025
C  0.9082  -4.3751  4.3522
H  0.6429  6.5313  2.1694
H  2.0876  5.9724  1.3185
H  0.4780  5.4462  0.7868
H  1.7928  4.7501  3.4845
H  0.1667  4.2617  3.0007
H  1.0661  2.9347  1.1409
H  2.7016  3.4698  1.4954
H  2.0528  1.1153  2.2546
H  2.7653  2.1462  3.5517
H  -0.0741  0.1197  6.2580
H  -0.2594  1.9758  5.8803
H  -2.4744  -2.2069  4.3191
H  -1.8866  -0.9496  5.4408
H  -2.2360  -0.5434  3.7416
H  -0.6918  -3.2728  1.9994
H  -0.4538  -1.5969  1.4559
H  0.9600  -2.6200  1.8106
H  -1.1981  -3.6815  5.9681
H  0.2362  -4.0320  6.9494
H  -0.3905  -2.3764  6.8762
H  2.7886  -2.3964  4.7870
H  1.9860  -1.6238  6.1872
H  2.4918  -3.3184  6.2691
H  1.6073  -4.2833  3.5125
H  1.3276  -5.1121  5.0530
H  -0.0394  -4.7810  3.9765
C  1.9148  3.1399  -3.8273
N  1.1025  1.9538  -3.9553
C  1.2364  1.1051  -5.0169
O  1.9361  1.2910  -6.0089
C  0.3051  -0.0859  -4.7583
C  1.0765  -1.3755  -4.4868
C  1.9279  -1.7392  -5.6618
C  3.3050  -1.5156  -5.6621
F  3.8867  -0.9797  -4.5573
C  4.0919  -1.7484  -6.7865
F  5.4099  -1.4680  -6.7709
C  3.4963  -2.2576  -7.9417
F  4.2434  -2.4913  -9.0373
C  2.1261  -2.5183  -7.9633
F  1.5491  -3.0081  -9.0783
C  1.3623  -2.2447  -6.8312
F  0.0125  -2.4161  -6.8967
N  -0.4848  0.3830  -3.6199
C  -1.4932  -0.3555  -3.1249
C  -2.1982  -0.0547  -1.9678
C  -3.2754  -0.8116  -1.5331
C  -4.1071  -0.5135  -0.4084
C  -5.2010  -1.3619  -0.0726
C  -6.0048  -1.0915  1.0280
C  -5.7519  0.0345  1.8300
C  -4.6890  0.8886  1.5113
C  -3.8785  0.6307  0.4102
C  0.0546  1.6147  -2.9984
C  0.6663  1.3542  -1.6168
C  -0.9832  2.7456  -2.9173
H  2.7073  3.1221  -4.5813
H  1.3076  4.0455  -3.9636
H  2.3670  3.1771  -2.8285
H  -0.3389  -0.2433  -5.6394
H  1.7151  -1.2335  -3.6036
H  0.3472  -2.1713  -4.2816
H  -1.7556  -1.2422  -3.7107
H  -1.8839  0.8010  -1.3728
H  -3.5412  -1.6842  -2.1390
H  -5.3923  -2.2337  -0.7066
H  -6.8370  -1.7560  1.2696
H  -6.3829  0.2459  2.6917
H  -4.4902  1.7710  2.1235
H  -3.0625  1.3136  0.1602
H  1.4535  0.5904  -1.6883
H  1.0975  2.2878  -1.2310
H  -0.0874  1.0059  -0.9058
H  -1.3599  2.9776  -3.9223
H  -1.8288  2.4676  -2.2847
H  -0.5107  3.6401  -2.4921

The relative energy (zero: lowest compared OMol25 entry of this formula, charge and spin) comes out at 0.00 kcal/mol. The net charge is +1. The HOMO energy comes out at -10.02 eV. For the strongest force on any atom, the calculation gives 2.4 eV Å⁻¹. As for the orbital gap: 5.0 eV.

Löwdin population analysis, charges in e, atoms 1 to 6:
1 C -0.114
2 C -0.260
3 C -0.203
4 C -0.150
5 O -0.052
6 C -0.520

[3]
Formula: C20H31N2O7P2Pd
Source: OMol25
Level of theory: ωB97M-V with the def2-TZVPD basis set

Cartesian coordinates (Å):
Pd  0.5948  -0.0206  -0.4663
C  4.6907  1.4521  4.9719
C  3.1859  1.7159  4.9453
C  2.5149  0.9320  6.0869
C  2.9302  3.2232  5.1274
C  2.5555  1.2870  3.6352
C  1.1770  1.4226  3.4324
C  0.6025  1.0380  2.2434
N  1.3475  0.5338  1.2534
C  2.6836  0.3885  1.3995
C  3.2989  0.7572  2.5742
C  3.3443  -0.1206  0.1930
C  4.6854  -0.4032  0.0549
C  5.2006  -0.8393  -1.1693
C  4.2892  -0.9639  -2.2269
C  2.9569  -0.6881  -2.0349
N  2.4960  -0.2718  -0.8489
C  6.6627  -1.1854  -1.3690
C  6.7469  -2.7054  -1.6046
C  7.5102  -0.8166  -0.1516
C  7.1946  -0.4397  -2.6051
H  5.0857  1.7523  5.9411
H  5.2237  2.0335  4.2162
H  4.9250  0.3926  4.8446
H  2.9740  1.2209  7.0317
H  2.6472  -0.1443  5.9646
H  1.4486  1.1465  6.1643
H  3.3954  3.5513  6.0564
H  1.8666  3.4549  5.1935
H  3.3628  3.8036  4.3111
H  0.5404  1.8387  4.1999
H  -0.4596  1.1339  2.0589
H  4.3690  0.6453  2.6649
H  5.3403  -0.2697  0.9029
H  4.6175  -1.2708  -3.2094
H  2.2363  -0.7732  -2.8393
H  6.4175  -3.2639  -0.7268
H  7.7831  -2.9759  -1.8059
H  6.1511  -3.0181  -2.4636
H  7.2199  -1.3775  0.7394
H  7.4699  0.2530  0.0664
H  8.5505  -1.0644  -0.3560
H  6.7486  -0.8015  -3.5319
H  8.2687  -0.6030  -2.6814
H  7.0249  0.6356  -2.5312
C  -3.2286  -3.6495  -1.9897
C  -2.6914  -3.0447  -0.7745
O  -3.5406  -2.6757  0.0951
P  -0.9447  -3.3537  -0.1121
O  -1.2188  -4.8344  0.3042
O  -0.0219  -3.4830  -1.3634
O  -0.5599  -2.3197  0.8371
P  -2.1080  0.0046  -1.6914
O  -0.8424  -0.2592  -2.6037
O  -3.4212  -0.1501  -2.2565
O  -1.6106  0.3621  -0.3537
H  -3.4927  -4.6805  -1.6955
H  -2.5055  -3.6988  -2.8003
H  -4.1583  -3.1683  -2.3015
H  -3.1604  -2.2478  0.8945
H  -1.5444  -5.0721  1.1885
H  0.0860  -4.3482  -1.7913
H  -1.0183  -0.1140  -3.5556

The net charge is +3. The HOMO energy comes out at -17.68 eV. For the strongest force on any atom, the calculation gives 1.5 eV Å⁻¹. As for the orbital gap: 6.3 eV.

Löwdin population analysis, charges in e, atoms 1 to 6:
1 Pd 1.034
2 C -0.048
3 C -0.553
4 C -0.020
5 C -0.016
6 C -0.096

[4]
Formula: C45H51N2O2RbS
Source: OMol25
Level of theory: ωB97M-V with the def2-TZVPD basis set

Cartesian coordinates (Å):
Rb  1.2666  -2.9368  0.3001
C  -1.9500  -6.2400  -1.9430
C  -0.8941  -5.0914  -2.0286
O  -0.5769  -4.5336  -0.9961
C  -0.2889  -4.8092  -3.3517
C  -0.9501  -5.1965  -4.5548
C  -0.4993  -4.9414  -5.8207
C  0.7391  -4.2712  -5.9483
C  1.4520  -3.8239  -4.8549
C  1.0196  -4.1028  -3.4665
O  1.6949  -3.6918  -2.4667
H  -3.0130  -5.9529  -2.1800
H  -1.9703  -6.4868  -0.9114
H  -1.7328  -7.0625  -2.5831
H  -1.8751  -5.7877  -4.4982
H  -1.0529  -5.1724  -6.6986
H  1.2247  -4.0893  -6.8990
H  2.3738  -3.3204  -5.0801
C  -1.0119  -0.3574  -3.9607
C  -1.8827  -0.8315  -2.8022
C  -2.5608  -2.2237  -3.0314
C  -2.9352  0.2017  -2.4270
C  -3.9063  0.6150  -3.3269
C  -4.7576  1.7033  -3.1687
C  -4.6095  2.4696  -2.0146
C  -3.6641  2.0768  -1.0318
C  -3.5265  2.8498  0.2665
C  -4.7039  2.4873  1.2326
C  -3.3178  4.3111  0.0919
C  -2.8659  0.9374  -1.2577
N  -1.9853  0.5856  -0.1995
C  -2.1873  -0.3991  0.5689
C  -1.3703  -0.7554  1.7041
C  -1.4125  -2.0636  2.1876
C  -0.5118  -2.5198  3.0970
C  0.5372  -1.6300  3.5267
C  0.5682  -0.2878  3.1488
C  -0.4688  0.2616  2.2731
N  -0.5309  1.5610  2.0005
C  0.5732  2.3362  2.3286
C  1.7670  2.1809  1.5952
C  2.8843  2.8738  1.9940
C  2.8108  3.8167  3.0256
C  1.6387  3.9853  3.7155
C  0.5293  3.2371  3.3951
C  -0.7702  3.3867  4.1978
C  -1.4686  4.7299  3.9102
C  -0.4472  3.2611  5.6827
C  1.8329  1.3205  0.3571
C  2.9245  0.2403  0.5052
C  2.0923  2.1239  -0.9121
H  -0.2781  -1.1274  -4.2280
H  -0.4901  0.5622  -3.7745
H  -1.5532  -0.1576  -4.8914
H  -1.2917  -0.8975  -1.8807
H  -3.4046  -2.0908  -3.7306
H  -2.9185  -2.6136  -2.0781
H  -1.8312  -2.9487  -3.4342
H  -4.0146  0.0807  -4.2820
H  -5.4934  1.8992  -3.9243
H  -5.2494  3.2859  -1.8607
H  -2.6982  2.4429  0.7644
H  -5.7084  2.9085  1.0420
H  -4.3474  2.8046  2.2184
H  -4.7701  1.4061  1.2629
H  -4.1826  4.8468  -0.2698
H  -2.4937  4.4618  -0.6343
H  -3.0398  4.8476  1.0371
H  -3.0790  -1.0680  0.3858
H  -2.1166  -2.7744  1.7449
H  -0.4608  -3.5559  3.4546
H  1.3314  -2.0440  4.1161
H  1.3753  0.3652  3.4671
H  3.7823  2.8095  1.4291
H  3.6842  4.3836  3.3490
H  1.5964  4.7745  4.4827
H  -1.4926  2.5484  3.8557
H  -0.8203  5.5897  4.1439
H  -2.3965  4.8043  4.4924
H  -1.6227  4.8696  2.8614
H  0.0664  4.2057  6.0439
H  0.2370  2.4907  5.9132
H  -1.4221  3.1111  6.2362
H  0.8797  0.7828  0.2530
H  3.8659  0.6579  0.8496
H  3.1196  -0.3813  -0.3677
H  2.6949  -0.4165  1.3090
H  3.0923  2.5791  -0.9196
H  1.3695  2.8918  -1.0698
H  1.9923  1.4614  -1.8079
S  4.2048  -3.2506  1.5532
C  5.4106  -2.1090  1.1835
C  6.1709  -1.5060  2.2361
C  7.0860  -0.5154  2.0021
C  7.2785  0.0493  0.7497
C  6.5486  -0.5233  -0.3014
C  5.7037  -1.6002  -0.0960
H  5.9294  -1.8928  3.2241
H  7.6052  -0.0599  2.8570
H  8.0062  0.7614  0.5601
H  6.7849  -0.1632  -1.2875
H  5.1293  -1.9602  -0.9302

The relative energy (zero: lowest compared OMol25 entry of this formula, charge and spin) comes out at 0.00 kcal/mol. The net charge is -2. The HOMO energy comes out at -1.73 eV. For the strongest force on any atom, the calculation gives 2.7 eV Å⁻¹. As for the orbital gap: 5.5 eV.

Löwdin population analysis, charges in e, atoms 1 to 6:
1 Rb 0.742
2 C -0.020
3 C -0.415
4 O -0.089
5 C -0.122
6 C -0.102

[5]
Formula: C5H13NO
Source: OMol25
Level of theory: ωB97M-V with the def2-TZVPD basis set

Cartesian coordinates (Å):
C  -0.7280  -1.5552  -0.5389
C  1.6685  -0.5939  1.3996
C  1.1807  -0.0696  0.0853
N  -1.6090  -1.2089  0.3396
C  1.8724  -0.1569  -1.0493
H  -1.6391  0.1193  0.4923
H  -1.6326  -1.7644  1.1904
H  -0.7510  -1.0290  -1.4830
H  -0.1942  -2.5013  -0.5058
H  1.9652  0.2332  2.0477
H  0.8673  -1.1095  1.9338
H  2.5098  -1.2786  1.2813
H  1.5140  0.2838  -1.9700
H  2.7934  -0.7264  -1.1232
C  -1.6264  2.1582  -0.4792
O  -1.2806  1.2963  0.5658
H  0.2564  0.6288  0.1919
H  -1.7717  1.6594  -1.4510
H  -2.5547  2.7084  -0.2706
H  -0.8405  2.9062  -0.6568

The relative energy (zero: lowest compared OMol25 entry of this formula, charge and spin) comes out at 88.86 kcal/mol. The net charge is 0. The HOMO energy comes out at -8.57 eV. For the strongest force on any atom, the calculation gives 2.8 eV Å⁻¹. As for the orbital gap: 8.8 eV.

Löwdin population analysis, charges in e, atoms 1 to 6:
1 C -0.048
2 C -0.103
3 C -0.303
4 N 0.056
5 C -0.013
6 H 0.075

[6]
Formula: C15H23NO3
Source: OMol25
Level of theory: ωB97M-V with the def2-TZVPD basis set

Cartesian coordinates (Å):
C  -3.7795  2.3003  -1.2325
C  -2.4913  2.0856  -1.4170
C  -1.4056  3.0461  -1.0256
O  -0.2571  2.3950  -0.5206
C  -0.3268  1.7646  0.6897
C  -1.4136  1.7731  1.5489
C  -1.3601  1.0698  2.7435
C  -0.2297  0.3562  3.0883
C  0.8644  0.3398  2.2371
C  0.8273  1.0353  1.0413
O  1.8889  1.1029  0.1737
C  2.4116  -0.1149  -0.3240
C  1.4989  -0.7009  -1.4202
O  1.0818  0.3014  -2.3102
C  0.2726  -1.4256  -0.8117
N  0.6649  -2.3430  0.2462
C  0.5770  -3.7720  -0.0225
C  -0.8529  -4.2765  -0.2666
C  1.4957  -4.1583  -1.1785
H  -4.5250  1.5935  -1.5526
H  -4.1449  3.2010  -0.7652
H  -2.1341  1.1808  -1.8904
H  -1.7745  3.8002  -0.3191
H  -1.0403  3.5610  -1.9220
H  -2.3136  2.3066  1.2900
H  -2.2163  1.0829  3.4008
H  -0.1923  -0.1891  4.0190
H  1.7524  -0.2138  2.5005
H  3.3775  0.1571  -0.7550
H  2.5486  -0.8644  0.4604
H  2.0842  -1.4171  -2.0056
H  0.8767  1.0908  -1.7794
H  -0.2501  -1.9308  -1.6305
H  -0.4084  -0.6665  -0.4162
H  0.1583  -2.1318  1.0976
H  0.9544  -4.2552  0.8886
H  -1.2599  -3.8653  -1.1874
H  -0.8578  -5.3604  -0.3462
H  -1.5026  -3.9871  0.5578
H  1.1339  -3.7488  -2.1177
H  1.5393  -5.2406  -1.2701
H  2.4976  -3.7802  -0.9955

The relative energy (zero: lowest compared OMol25 entry of this formula, charge and spin) comes out at 82.87 kcal/mol. The net charge is 0. The HOMO energy comes out at -8.44 eV. As for the SMILES: C=CCOc1ccccc1OC[C@H](O)CNC(C)C. For the strongest force on any atom, the calculation gives 0.8 eV Å⁻¹. As for the orbital gap: 9.3 eV.

Löwdin population analysis, charges in e, atoms 1 to 6:
1 C 0.012
2 C -0.154
3 C -0.188
4 O -0.053
5 C -0.200
6 C -0.009

Copy entry 3 word for word.
Formula: C20H31N2O7P2Pd
Source: OMol25
Level of theory: ωB97M-V with the def2-TZVPD basis set

Cartesian coordinates (Å):
Pd  0.5948  -0.0206  -0.4663
C  4.6907  1.4521  4.9719
C  3.1859  1.7159  4.9453
C  2.5149  0.9320  6.0869
C  2.9302  3.2232  5.1274
C  2.5555  1.2870  3.6352
C  1.1770  1.4226  3.4324
C  0.6025  1.0380  2.2434
N  1.3475  0.5338  1.2534
C  2.6836  0.3885  1.3995
C  3.2989  0.7572  2.5742
C  3.3443  -0.1206  0.1930
C  4.6854  -0.4032  0.0549
C  5.2006  -0.8393  -1.1693
C  4.2892  -0.9639  -2.2269
C  2.9569  -0.6881  -2.0349
N  2.4960  -0.2718  -0.8489
C  6.6627  -1.1854  -1.3690
C  6.7469  -2.7054  -1.6046
C  7.5102  -0.8166  -0.1516
C  7.1946  -0.4397  -2.6051
H  5.0857  1.7523  5.9411
H  5.2237  2.0335  4.2162
H  4.9250  0.3926  4.8446
H  2.9740  1.2209  7.0317
H  2.6472  -0.1443  5.9646
H  1.4486  1.1465  6.1643
H  3.3954  3.5513  6.0564
H  1.8666  3.4549  5.1935
H  3.3628  3.8036  4.3111
H  0.5404  1.8387  4.1999
H  -0.4596  1.1339  2.0589
H  4.3690  0.6453  2.6649
H  5.3403  -0.2697  0.9029
H  4.6175  -1.2708  -3.2094
H  2.2363  -0.7732  -2.8393
H  6.4175  -3.2639  -0.7268
H  7.7831  -2.9759  -1.8059
H  6.1511  -3.0181  -2.4636
H  7.2199  -1.3775  0.7394
H  7.4699  0.2530  0.0664
H  8.5505  -1.0644  -0.3560
H  6.7486  -0.8015  -3.5319
H  8.2687  -0.6030  -2.6814
H  7.0249  0.6356  -2.5312
C  -3.2286  -3.6495  -1.9897
C  -2.6914  -3.0447  -0.7745
O  -3.5406  -2.6757  0.0951
P  -0.9447  -3.3537  -0.1121
O  -1.2188  -4.8344  0.3042
O  -0.0219  -3.4830  -1.3634
O  -0.5599  -2.3197  0.8371
P  -2.1080  0.0046  -1.6914
O  -0.8424  -0.2592  -2.6037
O  -3.4212  -0.1501  -2.2565
O  -1.6106  0.3621  -0.3537
H  -3.4927  -4.6805  -1.6955
H  -2.5055  -3.6988  -2.8003
H  -4.1583  -3.1683  -2.3015
H  -3.1604  -2.2478  0.8945
H  -1.5444  -5.0721  1.1885
H  0.0860  -4.3482  -1.7913
H  -1.0183  -0.1140  -3.5556

The net charge is +3. The HOMO energy comes out at -17.68 eV. For the strongest force on any atom, the calculation gives 1.5 eV Å⁻¹. As for the orbital gap: 6.3 eV.

Löwdin population analysis, charges in e, atoms 1 to 6:
1 Pd 1.034
2 C -0.048
3 C -0.553
4 C -0.020
5 C -0.016
6 C -0.096

Q: What is the formula in the third record?
A: C20H31N2O7P2Pd